--- P ---
{
  "formula": "C4H6FNOS",
  "method": "wB97M-V/def2-TZVPD",
  "symbols": ["C", "C", "C", "C", "H", "H", "H", "H", "H", "H", "N", "O", "F", "S"],
  "xyz": [[0.87, 1.54, -0.09], [-0.35, -0.57, -0.03], [-0.36, -1.87, -0.29], [-1.60, 0.17, 0.38], [3.01, 0.51, -0.13], [-0.06, 2.09, -0.13], [0.53, -2.39, -0.61], [-1.35, -2.31, -0.20], [-1.38, 0.58, 1.37], [-2.44, -0.54, 0.47], [0.85, 0.17, -0.05], [1.91, 2.18, -0.10], [-1.97, 1.11, -0.52], [2.35, -0.66, -0.09]],
  "smiles": "C=C(CF)N(S)C=O",
  "gap_ev": 9.490,
  "multiplicity": 1
}

***

--- Q ---
{
  "formula": "C4H6FNOS",
  "method": "wB97M-V/def2-TZVPD",
  "symbols": ["C", "C", "C", "C", "H", "H", "H", "H", "H", "H", "N", "O", "F", "S"],
  "xyz": [[-1.98, -0.99, 0.55], [-0.06, 0.69, -0.46], [2.01, -0.57, -0.03], [0.27, 1.92, -0.07], [-1.26, -1.73, 0.41], [-1.90, -0.58, 1.55], [-2.96, -1.43, 0.39], [0.73, -0.89, -1.60], [2.13, 0.04, 0.87], [-0.45, 2.67, 0.23], [0.88, -0.31, -0.77], [2.81, -1.44, -0.33], [1.55, 2.31, -0.01], [-1.77, 0.31, -0.71]],
  "smiles": "CS/C(=C/F)NC=O",
  "gap_ev": 9.774,
  "multiplicity": 1
}

***

--- R ---
{
  "formula": "C4H6FNOS",
  "method": "wB97M-V/def2-TZVPD",
  "symbols": ["C", "C", "C", "C", "H", "H", "H", "H", "H", "H", "N", "O", "F", "S"],
  "xyz": [[-0.90, 1.74, 0.31], [0.08, -0.40, -0.42], [0.73, -1.33, 0.73], [1.38, -0.01, 0.28], [-1.99, -0.75, -1.75], [-1.80, 2.31, 0.73], [-0.01, -0.91, -1.57], [0.28, -1.43, 1.63], [1.46, -2.06, 0.12], [1.46, 0.84, 0.95], [-0.96, 0.34, 0.08], [0.13, 2.33, -0.24], [2.56, -0.12, -0.63], [-2.43, -0.55, -0.22]],
  "smiles": "O=CN(S)[C@@H]1C[C@H]1F",
  "gap_ev": 9.417,
  "multiplicity": 1
}

***

Most stable: Q

***

--- P ---
{
  "formula": "C6H9F",
  "method": "wB97M-V/def2-TZVPD",
  "symbols": ["C", "C", "C", "C", "C", "C", "H", "H", "H", "H", "H", "H", "H", "H", "H", "F"],
  "xyz": [[-0.33, -0.22, -0.59], [0.53, -1.16, 0.20], [1.00, -0.22, 1.35], [0.36, 1.08, 0.79], [-1.07, 0.50, 0.53], [0.59, 1.02, -0.71], [1.21, -1.77, -0.44], [-0.11, -1.92, 0.62], [2.14, -0.12, 1.43], [0.55, -0.49, 2.31], [0.58, 2.07, 1.29], [-1.84, 1.18, 0.12], [-1.57, -0.06, 1.33], [1.69, 0.89, -1.02], [0.19, 1.97, -1.15], [-1.03, -0.86, -1.54]],
  "gap_ev": 11.663,
  "multiplicity": 1
}

***

--- Q ---
{
  "formula": "C6H9F",
  "method": "wB97M-V/def2-TZVPD",
  "symbols": ["C", "C", "C", "C", "C", "C", "F", "H", "H", "H", "H", "H", "H", "H", "H", "H"],
  "xyz": [[-1.13, -0.98, 0.74], [0.06, -0.60, 1.22], [-1.63, -0.20, -0.47], [0.71, 0.53, 0.38], [-0.52, 0.87, -0.59], [1.90, -0.07, -0.42], [-1.21, 2.09, -0.39], [-1.74, -1.68, 1.22], [0.51, -0.93, 2.17], [-1.80, -0.96, -1.39], [-2.55, 0.26, -0.03], [1.07, 1.30, 0.99], [-0.12, 1.02, -1.63], [1.61, -0.11, -1.43], [1.99, -1.09, -0.09], [2.83, 0.55, -0.31]],
  "smiles": "C[C@@H]1C=CC[C@H]1F",
  "gap_ev": 10.543,
  "multiplicity": 1
}

***

--- R ---
{
  "formula": "C6H9F",
  "method": "wB97M-V/def2-TZVPD",
  "symbols": ["C", "C", "C", "C", "C", "C", "F", "H", "H", "H", "H", "H", "H", "H", "H", "H"],
  "xyz": [[0.72, 0.84, 0.46], [-1.27, 1.11, -0.85], [-0.50, 1.68, 0.25], [0.16, -0.60, 0.43], [-1.17, -0.37, -0.36], [1.14, -1.65, -0.20], [-2.21, -1.01, 0.16], [1.67, 0.91, -0.18], [1.17, 1.06, 1.40], [-2.21, 1.61, -1.02], [-0.50, 1.13, -1.72], [-0.84, 1.94, 1.30], [-0.16, -0.86, 1.47], [0.66, -2.60, -0.05], [2.06, -1.56, 0.16], [1.29, -1.65, -1.25]],
  "gap_ev": [8.031, 8.653],
  "multiplicity": 1
}

***

Most stable: P

***

--- P ---
{
  "formula": "CH8N3O",
  "method": "wB97M-V/def2-TZVPD",
  "symbols": ["N", "C", "N", "N", "H", "H", "H", "H", "H", "H", "H", "H", "O"],
  "xyz": [[0.36, -1.35, 0.66], [0.01, 0.01, 0.69], [1.01, 0.95, 0.59], [-1.26, 0.42, 0.94], [-0.24, -1.96, 0.13], [1.35, -1.54, 0.51], [0.79, 1.90, 0.89], [1.93, 0.66, 0.38], [-1.96, -0.28, 1.03], [-1.62, 1.32, 0.62], [0.67, -0.21, -2.31], [-0.90, 0.22, -2.37], [-0.15, -0.14, -1.76]],
  "s_squared": 0.7791,
  "gap_ev": [12.637, 5.723],
  "multiplicity": 2,
  "total_charge": 2
}

***

--- Q ---
{
  "formula": "CH8N3O",
  "method": "wB97M-V/def2-TZVPD",
  "symbols": ["N", "H", "H", "H", "H", "N", "C", "N", "O", "H", "H", "H", "H"],
  "xyz": [[2.04, -0.38, -0.80], [1.40, -0.72, -1.48], [1.32, 0.03, 0.01], [2.68, -1.12, -0.51], [2.59, 0.32, -1.33], [-1.77, 1.10, 1.08], [-0.80, 0.30, 0.63], [-1.14, -0.68, -0.28], [0.43, 0.44, 0.99], [-2.70, 1.03, 0.69], [-1.47, 2.02, 1.41], [-0.47, -1.43, -0.23], [-2.12, -0.91, -0.19]],
  "s_squared": 0.7890,
  "gap_ev": [13.130, 6.101],
  "multiplicity": 2,
  "total_charge": 2
}

***

Most stable: Q

***

--- P ---
{
  "formula": "H3N3O2S",
  "method": "wB97M-V/def2-TZVPD",
  "symbols": ["N", "N", "N", "O", "O", "S", "H", "H", "H"],
  "xyz": [[-1.40, 0.40, 0.10], [-0.04, -0.23, 0.06], [0.89, 0.58, -0.40], [0.65, 1.79, -0.35], [1.94, 0.01, -0.64], [-0.02, -1.99, -0.35], [-1.29, 1.45, -0.18], [-1.60, 0.45, 1.12], [0.87, -2.45, 0.64]],
  "smiles": "NN(S)[N+](=O)[O-]",
  "gap_ev": 9.783,
  "multiplicity": 1
}

***

--- Q ---
{
  "formula": "H3N3O2S",
  "method": "wB97M-V/def2-TZVPD",
  "symbols": ["N", "N", "N", "O", "O", "S", "H", "H", "H"],
  "xyz": [[0.51, -0.50, 0.30], [-2.02, -0.52, -0.23], [-1.25, -0.11, -1.06], [2.00, -0.78, 0.83], [2.08, 1.54, -0.23], [1.72, -0.05, -0.53], [-3.06, -0.58, -0.38], [-1.69, -0.87, 0.70], [1.70, 1.87, 0.60]],
  "gap_ev": 8.987,
  "multiplicity": 1
}

***

--- R ---
{
  "formula": "H3N3O2S",
  "method": "wB97M-V/def2-TZVPD",
  "symbols": ["N", "N", "N", "O", "O", "S", "H", "H", "H"],
  "xyz": [[0.16, 1.62, -0.66], [0.59, 0.52, -0.19], [-0.17, -0.52, -0.66], [-1.63, -0.11, 0.78], [0.21, -1.67, -0.46], [1.93, 0.24, 0.67], [-2.53, -0.54, 0.43], [0.64, 2.41, -0.24], [0.80, -1.95, 0.33]],
  "gap_ev": [7.225, 7.194],
  "multiplicity": 1
}

***

Most stable: P

***

--- P ---
{
  "formula": "C6H40NO14",
  "method": "wB97M-V/def2-TZVPD",
  "symbols": ["C", "O", "C", "C", "C", "C", "N", "C", "H", "H", "H", "H", "H", "H", "H", "H", "H", "H", "H", "H", "H", "H", "H", "H", "O", "H", "H", "O", "H", "H", "O", "H", "H", "O", "H", "H", "O", "H", "H", "O", "H", "H", "O", "H", "H", "O", "H", "H", "O", "H", "H", "O", "H", "H", "O", "H", "H", "O", "H", "H", "O"],
  "xyz": [[-0.27, -0.42, -2.67], [0.95, 0.13, -2.19], [-0.86, -1.46, -1.74], [-2.44, -1.30, -1.69], [-2.96, -1.20, -0.25], [-2.72, -2.53, 0.47], [-1.75, -2.35, 1.49], [-1.00, -3.53, 1.83], [0.00, -0.97, -3.61], [-0.95, 0.41, -2.89], [-0.36, -1.52, -0.79], [-0.72, -2.50, -2.09], [-2.79, -0.50, -2.38], [-2.98, -2.12, -2.20], [-2.59, -0.33, 0.30], [-4.03, -0.87, -0.25], [-3.65, -2.97, 0.89], [-2.39, -3.30, -0.24], [-2.25, -1.88, 2.29], [-0.64, -4.02, 0.91], [-0.12, -3.22, 2.43], [-1.67, -4.33, 2.18], [1.92, -2.56, -2.33], [2.26, -3.70, -1.55], [1.69, -3.50, -2.31], [2.79, -0.38, -1.69], [4.39, 1.57, -0.32], [3.28, -1.03, -1.20], [1.76, 1.82, -3.06], [1.32, 3.12, -3.41], [2.19, 2.68, -3.28], [-3.19, 3.56, -1.77], [-2.74, 2.34, -0.85], [-3.44, 2.74, -1.33], [-2.38, 3.31, 1.77], [-1.48, 2.14, 2.13], [-2.40, 2.39, 2.05], [-0.04, 4.57, 1.21], [-0.18, 3.33, 0.09], [-0.49, 4.25, 0.43], [-0.73, 1.47, 0.19], [0.96, 1.27, 0.94], [0.17, 1.81, 0.15], [-0.84, -0.50, 3.86], [-2.46, -0.41, 4.02], [-1.67, -0.94, 4.02], [-0.35, 0.82, 2.89], [0.81, 1.79, 2.64], [0.01, 1.68, 3.18], [0.84, 0.24, -1.22], [2.64, 1.52, 1.34], [1.95, 0.85, 1.45], [2.90, -1.00, -0.30], [2.52, -0.53, 1.64], [2.89, -1.46, 1.73], [3.06, 3.08, -1.36], [2.01, 2.13, -0.63], [2.81, 2.64, -0.53], [3.55, -1.35, 2.42], [4.78, 0.05, -0.39], [5.10, 0.96, -0.44]],
  "gap_ev": 8.743,
  "multiplicity": 1,
  "total_charge": -1
}

***

--- Q ---
{
  "formula": "C6H40NO14",
  "method": "wB97M-V/def2-TZVPD",
  "symbols": ["C", "N", "C", "C", "O", "C", "C", "C", "H", "H", "H", "H", "H", "H", "H", "H", "H", "H", "H", "H", "H", "H", "H", "H", "O", "H", "H", "O", "H", "H", "O", "H", "H", "O", "H", "H", "O", "H", "H", "O", "H", "H", "O", "H", "H", "O", "H", "H", "O", "H", "H", "O", "H", "H", "O", "H", "H", "O", "H", "H", "O"],
  "xyz": [[0.45, 0.00, 0.33], [-0.07, -1.35, 0.34], [-1.13, -1.65, 1.34], [-1.80, -2.95, 0.88], [-2.07, -3.12, -0.28], [2.06, -0.07, 0.09], [3.72, 1.25, -1.36], [2.27, 0.95, -1.07], [0.19, 0.42, -0.64], [0.12, 0.71, 1.10], [-0.47, -1.67, -0.58], [-0.80, -1.62, 2.36], [-1.84, -0.80, 1.14], [-2.21, -3.63, 1.66], [0.55, -4.83, -1.32], [2.65, 0.30, 0.94], [2.40, -1.09, -0.03], [4.10, 0.62, -2.19], [3.71, 2.31, -1.71], [4.55, 1.17, -0.61], [1.75, 1.91, -0.80], [1.63, 0.61, -1.91], [1.54, -0.29, 2.88], [0.57, 0.17, 3.98], [1.52, 0.24, 3.69], [-2.09, -0.26, -1.61], [-2.03, 1.27, -1.72], [-2.54, 0.69, -1.14], [-0.11, -2.05, -2.95], [0.90, -2.93, -2.31], [0.69, -2.59, -3.19], [-0.95, 0.32, -3.02], [-0.91, 0.93, -4.37], [-0.58, 1.12, -3.49], [0.62, -4.91, -0.58], [-2.00, -1.78, -2.61], [-1.38, -1.08, -2.41], [-2.78, 1.50, 2.47], [-4.18, 0.97, 2.71], [-3.32, 0.98, 3.13], [-1.82, -0.04, 4.80], [-1.41, 0.21, 3.41], [-1.14, -0.35, 4.17], [1.57, 1.74, 3.12], [2.57, 2.87, 2.62], [1.67, 2.73, 2.93], [-1.13, 2.04, 1.18], [-2.08, 1.41, 0.17], [-2.10, 1.96, 1.04], [-3.63, 3.13, -0.46], [-3.74, 1.79, -0.99], [-4.34, 2.58, -0.85], [2.10, -0.93, -4.03], [1.51, 0.49, -4.23], [2.22, -0.11, -4.51], [0.91, 2.83, 1.10], [0.17, 4.09, 1.14], [0.25, 3.32, 0.57], [2.15, -3.67, -0.03], [1.39, -2.61, 0.92], [2.15, -3.22, 0.82]],
  "gap_ev": 8.856,
  "multiplicity": 1,
  "total_charge": -1
}

***

Most stable: P